{
  "formula": "C3H8O3",
  "method": "ωB97M-V with the def2-TZVPD basis set",
  "de_lowest_kj_mol": 120.3,
  "smiles": "O=CO.CCO",
  "homo_lumo_gap_ev": 11.122,
  "e_homo_ev": -10.50,
  "mol_weight_g_mol": 92.094,
  "species": ["C", "O", "C", "H", "H", "H", "H", "H", "H", "O", "C", "O", "H", "H"],
  "xyz": [[0.20337, 0.62914, 1.63346], [-0.80060, 1.37026, 0.90427], [1.24442, 0.15244, 0.61634], [0.65946, 1.27755, 2.38054], [-0.33902, -0.18795, 2.10584], [-0.86710, 2.26546, 1.23923], [1.46621, 0.97584, -0.05238], [2.17697, -0.08654, 1.13504], [0.86519, -0.77000, 0.20153], [0.34432, -2.02100, -1.84324], [-0.57318, -1.25703, -1.82811], [-1.25477, -0.88091, -2.92245], [-0.98311, -0.88596, -0.88289], [-2.14217, -0.58130, -2.68718]]
}

***

{
  "formula": "C3H8O3",
  "method": "ωB97M-V with the def2-TZVPD basis set",
  "de_lowest_kj_mol": 126.4,
  "smiles": "O=CO.CCO",
  "homo_lumo_gap_ev": 10.691,
  "e_homo_ev": -10.19,
  "mol_weight_g_mol": 92.094,
  "species": ["C", "O", "C", "H", "H", "H", "H", "H", "H", "O", "C", "O", "H", "H"],
  "xyz": [[0.22089, 1.30144, -0.88596], [1.11667, 1.93605, -1.78650], [-0.70161, 0.33034, -1.63527], [0.80736, 0.71287, -0.17458], [-0.43398, 2.09648, -0.52861], [1.64885, 1.26244, -2.23170], [-0.13280, -0.50790, -2.04958], [-1.43828, -0.15537, -0.99559], [-1.14472, 0.84946, -2.47593], [0.15068, -2.27017, 1.17032], [0.16994, -1.24963, 1.78374], [-0.88838, -0.40719, 1.65610], [0.89815, -0.84490, 2.50195], [-1.03866, 0.26236, 2.31018]]
}

***

{
  "formula": "C3H8O3",
  "method": "ωB97M-V with the def2-TZVPD basis set",
  "de_lowest_kj_mol": 246.4,
  "smiles": "OCC(O)CO",
  "homo_lumo_gap_ev": 10.571,
  "e_homo_ev": -9.79,
  "mol_weight_g_mol": 92.094,
  "species": ["O", "C", "C", "O", "C", "O", "H", "H", "H", "H", "H", "H", "H", "H"],
  "xyz": [[-1.80837, 0.64929, -0.46867], [-0.51712, 1.19755, -0.49225], [0.26771, -0.27415, -0.56332], [-0.48188, -1.50327, -0.32421], [1.31722, -0.36852, 0.49334], [0.71370, -0.31024, 1.77567], [-1.87391, 0.53154, 0.47179], [-0.48653, 1.87872, -1.37958], [-0.45835, 1.97062, 0.35141], [0.54967, -0.31461, -1.60929], [-1.26271, -1.58838, -0.88951], [1.91858, -1.27297, 0.37611], [1.91726, 0.53006, 0.37711], [0.20474, -1.12563, 1.88138]]
}

***

{
  "formula": "C3H8O3S",
  "method": "ωB97M-V with the def2-TZVPD basis set",
  "de_lowest_kj_mol": 217.1,
  "smiles": "O=C(O)CCS.O",
  "homo_lumo_gap_ev": 9.645,
  "e_homo_ev": -9.10,
  "mol_weight_g_mol": 124.161,
  "species": ["O", "C", "O", "C", "C", "S", "H", "H", "H", "H", "H", "H", "H", "H", "O"],
  "xyz": [[0.20641, 2.15237, 1.91030], [0.58463, 1.52562, 0.95706], [1.40053, 2.11975, 0.09694], [-0.22254, 0.49307, 0.36835], [-0.34417, 0.19021, -1.05650], [-1.11033, -1.45772, -1.45062], [2.12645, 2.82680, 0.34330], [0.25234, -0.34239, 0.84330], [-1.19832, 0.73930, 0.73339], [0.65341, 0.40681, -1.87444], [-1.20763, 0.82602, -1.47016], [-0.43857, -1.61145, -2.63701], [0.01403, -3.12249, 0.31594], [0.31214, -2.99079, 1.81162], [0.53605, -2.60484, 0.93406]]
}

***

{
  "formula": "C3H8O3S",
  "method": "ωB97M-V with the def2-TZVPD basis set",
  "de_lowest_kj_mol": 131.2,
  "smiles": "O=COCCS.O",
  "homo_lumo_gap_ev": 10.044,
  "e_homo_ev": -9.57,
  "mol_weight_g_mol": 124.161,
  "species": ["O", "H", "H", "O", "O", "S", "C", "C", "C", "H", "H", "H", "H", "H", "H"],
  "xyz": [[0.72568, 1.39307, 2.73840], [0.26353, 2.25055, 2.87769], [0.92513, 1.37242, 1.77504], [2.70207, 0.00776, -1.42110], [0.85218, -1.12272, -0.97331], [-1.27411, 1.10116, 0.40722], [1.50940, -0.05789, -1.47301], [-0.54979, -1.16177, -1.02959], [-1.23668, -0.69010, 0.28179], [0.06053, 1.26128, 0.28246], [0.74948, 0.69936, -1.75008], [-0.69391, -2.24711, -1.19313], [-0.94207, -0.63237, -1.91915], [-2.29472, -1.00912, 0.21673], [-0.79672, -1.16452, 1.18002]]
}

***

{
  "formula": "C3H8O3Si",
  "method": "ωB97M-V with the def2-TZVPD basis set",
  "de_lowest_kj_mol": 485.6,
  "homo_lumo_gap_ev": [8.276, 7.316],
  "e_homo_ev": [-8.43, -7.35],
  "mol_weight_g_mol": 120.180,
  "species": ["C", "C", "C", "O", "O", "O", "Si", "H", "H", "H", "H", "H", "H", "H", "H"],
  "xyz": [[-2.77668, 1.30288, -0.13751], [-2.06121, 0.83605, 0.85317], [0.96029, -2.16937, -0.20571], [2.14021, 1.34758, 1.04411], [1.42634, 0.56405, -1.43175], [1.42029, -1.14780, 0.70192], [1.17948, 0.35876, 0.20421], [-3.78309, 1.83635, -0.09658], [-2.64217, 1.35171, -1.23616], [-2.13689, 0.93031, 1.95927], [1.30893, -2.09448, -1.16647], [-0.05838, -2.14391, -0.20577], [1.11052, -3.21425, 0.20237], [2.84493, 0.92611, 1.46727], [1.06745, 1.31602, -1.95240]]
}

***

{
  "formula": "C3H8O4",
  "method": "ωB97M-V with the def2-TZVPD basis set",
  "de_lowest_kj_mol": 169.7,
  "smiles": "O=C(O)CCO.O",
  "homo_lumo_gap_ev": 10.110,
  "e_homo_ev": -9.93,
  "mol_weight_g_mol": 108.093,
  "species": ["O", "C", "O", "C", "C", "O", "H", "H", "H", "H", "H", "H", "H", "H", "O"],
  "xyz": [[1.41333, -2.36694, -0.02127], [0.66755, -1.38997, 0.07829], [0.48456, -0.74386, 1.27500], [-0.38835, -1.01455, -0.85511], [-0.06012, 0.32008, -1.49278], [-0.43605, 1.50006, -0.81164], [0.83887, -1.58337, 1.92748], [-1.40976, -0.89649, -0.44324], [-0.37171, -1.76049, -1.73405], [-0.27391, 0.47244, -2.61804], [1.07509, 0.28990, -1.56821], [-0.50556, 1.33757, 0.16881], [0.02552, 1.29993, 2.27780], [-0.95947, 2.40406, 1.96324], [-0.10000, 2.13163, 1.85372]]
}

***

{
  "formula": "C3H8O4",
  "method": "ωB97M-V with the def2-TZVPD basis set",
  "total_charge": 1,
  "de_lowest_kj_mol": 226.4,
  "homo_lumo_gap_ev": [8.837, 2.760],
  "e_homo_ev": [-13.15, -13.15],
  "multiplicity": 2,
  "mol_weight_g_mol": 108.093,
  "species": ["O", "C", "O", "C", "C", "O", "H", "H", "H", "H", "H", "H", "H", "H", "O"],
  "xyz": [[-0.04981, -1.68003, 1.64080], [-0.99214, -1.19885, 1.14478], [-2.03242, -1.08029, 1.95907], [-1.15187, -0.91581, -0.31397], [-0.75008, -1.98126, -1.22419], [0.63981, -2.29982, -1.10938], [-2.27309, -1.93842, 2.43307], [-0.74380, 0.00562, -0.76832], [-2.23229, -0.71763, -0.38898], [-0.87752, -1.34686, -2.11798], [-1.25564, -2.91280, -1.34580], [0.85767, -1.85935, -0.32125], [4.20443, 6.22049, 0.66071], [3.24425, 5.97652, -0.63840], [3.41250, 5.72849, 0.38984]]
}

***

Strongest force on any atom in eV/Å, matching the order above: 1.7, 1.6, 2.2, 5.8, 1.4, 3.9, 5.1, 4.6